Entry from the OMol25 dataset: C5H8N2O as an isolated structure in a non-equilibrium geometry (ωB97M-V/def2-TZVPD).

Each line ends with the natural charge from an NBO analysis.
Cartesian coordinates (Å):
C: -1.31594 -1.38174 -1.00152  0.27
C: 0.07040 1.23188 0.66585  0.08
C: 1.28565 0.99532 -0.43173  -0.41
C: 0.77188 -0.48447 -0.32819  -0.09
C: 0.60804 -0.01561 1.20966  -0.51
H: -2.75073 -0.47008 -0.15852  0.38
H: -0.64040 -2.24018 -1.40367  0.16
H: -0.35331 2.17803 1.22129  0.24
H: 2.33874 1.03909 -0.11991  0.21
H: 1.27434 1.44406 -1.58041  0.22
H: 1.43289 -1.34770 -0.47617  0.25
H: -0.12760 -0.43091 1.91985  0.21
H: 1.24044 0.36327 2.00437  0.25
N: -2.30204 -1.47769 -0.29414  -0.63
N: -0.44929 -0.24895 -1.07867  -0.19
O: -1.08307 0.84568 -0.14809  -0.43

Forces on the atoms, in the same order (eV/Å):
C 4.745 -0.771 -0.203
C -0.622 1.887 -3.076
C 0.628 1.426 -2.863
C 2.198 2.623 1.992
C -3.325 -1.039 2.545
H 1.595 -2.599 0.355
H -1.704 0.819 0.512
H 1.552 -1.852 -0.923
H -0.555 0.433 0.540
H -0.422 -0.915 3.051
H -0.630 0.347 -0.723
H -0.312 -0.917 -0.776
H 2.161 -0.775 -0.815
N -4.799 1.559 0.259
N -1.979 0.532 1.576
O 1.469 -0.758 -1.452

The multiplicity is 1. As for the energy above the lowest of the compared OMol25 structures with the same formula, charge and spin: 152.84 kcal per mole. The electronic energy is -379.8446 Ha. As for the LUMO energy: 0.035 hartree. The strongest force on any atom comes out at 0.0982 Eh/bohr.